A 12-piece molecular cluster, C24H72O24 overall at a distorted geometry, computed with ωB97M-V/def2-TZVPD.

For the max |F|, the calculation gives 3.09 eV/A. The SMILES is OCCO.OCCO.OCCO.OCCO.OCCO.OCCO.OCCO.OCCO.OCCO.OCCO.OCCO.OCCO. The energy above the lowest of the compared OMol25 structures with the same formula, charge and spin is 3.075 eV. The value obtained for the HOMO-LUMO gap is 9.102 eV. Its net charge is 0. As for the HOMO energy: -9.5529 eV. The total energy is -75188.24786 eV.

Last column: Mulliken charge in e.
Positions of all 120 atoms, in Å:
1 O 2.273 -3.884 2.341  -0.701
2 C 1.019 -3.912 1.660  0.192
3 C 0.040 -3.069 2.438  1.540
4 O -0.241 -3.632 3.724  -0.717
5 H 2.936 -4.385 1.834  0.296
6 H 1.106 -3.673 0.594  0.021
7 H 0.620 -4.946 1.668  0.300
8 H -0.903 -3.018 1.890  -0.920
9 H 0.423 -2.037 2.528  -0.648
10 H 0.590 -3.864 4.159  0.469
11 O 4.922 -5.101 1.324  -0.588
12 C 5.583 -4.022 0.607  -0.560
13 C 4.763 -3.599 -0.570  -0.552
14 O 3.531 -2.975 -0.251  0.701
15 H 5.227 -5.168 2.233  0.330
16 H 5.767 -3.126 1.238  0.133
17 H 6.564 -4.390 0.257  0.358
18 H 4.535 -4.506 -1.137  0.414
19 H 5.349 -2.915 -1.196  0.396
20 H 3.658 -2.265 0.408  -0.307
21 O -0.853 0.780 6.406  -0.532
22 C -0.030 0.864 5.250  -0.298
23 C -0.865 1.256 4.079  0.136
24 O -1.669 2.416 4.366  -0.561
25 H -0.287 0.715 7.175  0.309
26 H 0.790 1.587 5.408  0.288
27 H 0.446 -0.110 5.050  0.171
28 H -1.552 0.452 3.792  0.181
29 H -0.205 1.427 3.218  -0.038
30 H -1.298 3.147 3.862  0.331
31 O 4.272 0.134 -2.066  -0.517
32 C 4.635 1.125 -1.125  -0.134
33 C 5.882 0.735 -0.316  -0.663
34 O 5.702 -0.560 0.289  -0.478
35 H 4.452 -0.725 -1.662  0.275
36 H 4.853 2.044 -1.663  0.437
37 H 3.769 1.277 -0.468  -0.031
38 H 6.061 1.505 0.455  0.338
39 H 6.754 0.785 -0.977  0.457
40 H 6.567 -0.987 0.314  0.251
41 O -7.046 0.273 -2.612  -0.580
42 C -6.264 0.226 -1.394  -0.338
43 C -4.960 -0.477 -1.637  0.009
44 O -4.122 0.166 -2.566  -0.528
45 H -7.366 -0.617 -2.784  0.344
46 H -6.090 1.239 -1.034  -0.154
47 H -6.891 -0.302 -0.668  0.434
48 H -5.194 -1.522 -1.926  0.478
49 H -4.491 -0.681 -0.659  0.055
50 H -4.356 -0.022 -3.477  0.229
51 O -2.379 -2.014 1.283  -0.571
52 C -2.083 -3.330 0.780  0.996
53 C -2.954 -3.578 -0.412  -0.425
54 O -2.775 -4.896 -0.950  -0.598
55 H -1.541 -1.529 1.347  0.150
56 H -1.023 -3.409 0.514  -0.507
57 H -2.232 -4.112 1.540  0.319
58 H -2.822 -2.835 -1.203  0.113
59 H -3.990 -3.576 -0.059  0.320
60 H -1.920 -4.894 -1.414  0.352
61 O 0.544 4.776 0.505  -0.591
62 C -0.453 4.220 -0.363  1.254
63 C -0.382 4.743 -1.795  -0.225
64 O 0.927 4.557 -2.421  -0.583
65 H 1.371 4.333 0.291  0.376
66 H -0.302 3.134 -0.320  -0.492
67 H -1.465 4.384 0.002  -0.451
68 H -0.660 5.821 -1.771  0.270
69 H -1.131 4.297 -2.451  0.027
70 H 1.557 5.155 -2.000  0.330
71 O -4.247 3.528 2.212  -0.523
72 C -4.039 3.947 0.907  0.402
73 C -5.292 3.961 0.072  0.052
74 O -6.172 5.005 0.401  -0.602
75 H -4.522 4.267 2.764  0.274
76 H -3.476 4.890 0.852  0.437
77 H -3.379 3.181 0.471  -0.444
78 H -5.868 3.059 0.278  0.054
79 H -4.987 3.910 -0.987  0.039
80 H -5.782 5.832 0.086  0.359
81 O 0.671 -0.705 0.856  0.610
82 C 0.457 0.453 0.034  -0.176
83 C -0.786 0.176 -0.706  -0.449
84 O -1.895 0.928 -0.178  -0.091
85 H 1.525 -0.621 1.321  -0.505
86 H 0.454 1.387 0.602  0.115
87 H 1.302 0.496 -0.670  -0.157
88 H -1.043 -0.883 -0.742  0.473
89 H -0.720 0.511 -1.758  0.488
90 H -2.681 0.716 -0.686  -0.219
91 O -4.363 5.121 -4.117  -0.567
92 C -3.590 4.172 -4.811  -0.582
93 C -3.679 2.841 -4.179  -0.229
94 O -3.270 2.950 -2.826  -0.161
95 H -4.081 5.060 -3.194  0.336
96 H -3.922 4.139 -5.842  0.409
97 H -2.544 4.512 -4.801  0.218
98 H -2.980 2.145 -4.696  0.268
99 H -4.656 2.357 -4.297  0.338
100 H -3.589 2.127 -2.406  0.007
101 O 3.117 -1.889 4.230  -0.556
102 C 4.161 -0.951 3.973  -0.395
103 C 3.625 0.166 3.146  -0.181
104 O 3.348 -0.309 1.799  -0.024
105 H 2.920 -2.342 3.369  0.321
106 H 4.542 -0.597 4.930  0.436
107 H 4.971 -1.461 3.421  0.098
108 H 4.277 1.055 3.089  0.417
109 H 2.694 0.536 3.585  0.035
110 H 4.200 -0.263 1.299  -0.219
111 O 2.648 -3.841 -4.680  -0.532
112 C 2.980 -2.535 -4.091  -0.261
113 C 1.805 -2.093 -3.321  -0.214
114 O 1.447 -3.039 -2.344  -0.551
115 H 3.443 -4.257 -5.021  0.288
116 H 3.885 -2.628 -3.463  0.054
117 H 3.221 -1.823 -4.900  0.399
118 H 0.968 -1.947 -3.994  0.444
119 H 2.064 -1.160 -2.804  0.047
120 H 2.147 -2.993 -1.667  0.133


A 12-piece molecular cluster, C24H72O24 overall at a distorted geometry, computed with ωB97M-V/def2-TZVPD.

For the max |F|, the calculation gives 3.62 eV/A. The SMILES is OCCO.OCCO.OCCO.OCCO.OCCO.OCCO.OCCO.OCCO.OCCO.OCCO.OCCO.OCCO. The energy above the lowest of the compared OMol25 structures with the same formula, charge and spin is 8.367 eV. The value obtained for the HOMO-LUMO gap is 10.044 eV. Its net charge is 0. As for the HOMO energy: -9.8878 eV. The total energy is -75182.95573 eV.

Last column: Mulliken charge in e.
Positions of all 120 atoms, in Å:
1 O 10.099 0.042 4.538  -0.549
2 C 9.713 -1.249 4.952  -0.456
3 C 8.167 -1.549 5.000  -0.237
4 O 7.594 -1.004 3.790  -0.527
5 H 9.956 0.268 3.616  0.314
6 H 10.210 -1.793 4.149  0.301
7 H 10.281 -1.551 5.832  0.335
8 H 7.838 -0.858 5.776  0.222
9 H 7.985 -2.553 5.384  0.291
10 H 6.761 -0.549 3.931  0.306
11 O -6.622 -5.573 -5.363  -0.508
12 C -7.680 -4.650 -5.431  -0.261
13 C -7.871 -3.861 -6.734  -0.359
14 O -9.130 -3.247 -7.128  -0.527
15 H -5.987 -5.252 -4.718  0.327
16 H -8.593 -5.226 -5.280  0.236
17 H -7.650 -3.880 -4.660  0.245
18 H -7.653 -4.519 -7.575  0.305
19 H -7.077 -3.115 -6.757  0.223
20 H -9.470 -3.606 -7.951  0.319
21 O -2.683 5.449 -1.801  -0.504
22 C -1.671 6.428 -1.531  -0.344
23 C -2.035 7.848 -1.735  -0.313
24 O -3.407 8.022 -1.388  -0.565
25 H -3.434 5.957 -1.486  0.314
26 H -1.456 6.273 -0.474  0.242
27 H -0.874 6.235 -2.250  0.271
28 H -1.825 8.174 -2.753  0.291
29 H -1.492 8.610 -1.175  0.316
30 H -3.605 8.943 -1.573  0.291
31 O -5.222 2.705 5.801  -0.514
32 C -4.733 1.503 6.391  -0.261
33 C -4.355 1.803 7.811  -0.460
34 O -3.035 2.286 7.664  -0.534
35 H -5.330 2.555 4.859  0.293
36 H -5.592 0.840 6.492  0.287
37 H -3.928 1.045 5.817  0.289
38 H -4.405 0.905 8.426  0.308
39 H -5.072 2.537 8.179  0.281
40 H -3.011 3.244 7.612  0.311
41 O -9.866 1.719 -0.505  -0.509
42 C -9.243 0.519 -0.271  -0.463
43 C -10.073 -0.398 0.715  -0.386
44 O -11.260 -0.891 0.134  -0.517
45 H -10.669 1.416 -0.934  0.333
46 H -9.152 -0.046 -1.198  0.291
47 H -8.255 0.551 0.187  0.344
48 H -10.230 0.088 1.678  0.315
49 H -9.465 -1.272 0.952  0.299
50 H -11.857 -1.331 0.744  0.294
51 O 0.735 -1.981 9.128  -0.505
52 C 0.029 -3.276 9.012  -0.555
53 C 0.047 -3.725 7.560  -0.204
54 O 1.326 -4.171 7.276  -0.506
55 H 0.054 -1.325 8.963  0.308
56 H 0.342 -4.167 9.556  0.292
57 H -0.986 -3.135 9.385  0.314
58 H -0.288 -2.934 6.889  0.246
59 H -0.706 -4.499 7.411  0.298
60 H 1.966 -3.539 7.612  0.310
61 O 5.633 5.900 3.577  -0.543
62 C 4.209 6.183 3.644  -0.480
63 C 3.458 4.957 4.277  -0.281
64 O 3.774 3.748 3.519  -0.489
65 H 5.830 5.711 2.657  0.320
66 H 3.957 7.173 4.026  0.361
67 H 3.722 6.352 2.684  0.258
68 H 2.379 5.110 4.271  0.292
69 H 3.688 4.782 5.328  0.230
70 H 4.668 4.027 3.308  0.333
71 O -6.451 3.699 -9.771  -0.500
72 C -6.955 3.807 -8.457  -0.397
73 C -5.996 4.695 -7.638  -0.371
74 O -4.763 4.053 -7.384  -0.505
75 H -6.320 4.571 -10.151  0.303
76 H -7.914 4.326 -8.498  0.277
77 H -7.202 2.880 -7.939  0.314
78 H -6.402 5.054 -6.692  0.321
79 H -5.713 5.588 -8.196  0.254
80 H -4.314 4.530 -6.682  0.303
81 O 0.162 -0.024 -1.468  -0.508
82 C -0.038 -1.093 -0.519  -0.382
83 C -1.574 -1.393 -0.537  -0.449
84 O -1.880 -2.314 -1.573  -0.491
85 H -0.623 0.528 -1.453  0.339
86 H 0.688 -1.876 -0.738  0.283
87 H 0.181 -0.798 0.507  0.246
88 H -2.118 -0.462 -0.376  0.365
89 H -1.765 -1.928 0.393  0.267
90 H -1.479 -1.992 -2.384  0.331
91 O 0.514 -9.127 1.047  -0.514
92 C 1.695 -9.141 1.725  -0.375
93 C 2.452 -7.912 1.208  -0.372
94 O 2.590 -7.824 -0.184  -0.549
95 H 0.753 -8.929 0.138  0.324
96 H 1.568 -9.070 2.805  0.279
97 H 2.168 -10.078 1.432  0.265
98 H 3.469 -7.940 1.600  0.322
99 H 2.081 -7.025 1.722  0.305
100 H 3.252 -7.143 -0.322  0.314
101 O 10.582 -4.601 -3.949  -0.523
102 C 9.727 -4.387 -2.801  -0.370
103 C 8.229 -4.349 -3.191  -0.292
104 O 7.430 -4.084 -2.052  -0.519
105 H 11.498 -4.698 -3.680  0.303
106 H 9.870 -5.096 -1.986  0.288
107 H 10.059 -3.411 -2.447  0.298
108 H 8.024 -5.368 -3.518  0.241
109 H 7.958 -3.611 -3.946  0.271
110 H 7.693 -3.286 -1.586  0.303
111 O 6.478 3.197 -3.573  -0.500
112 C 6.579 3.914 -4.737  -0.383
113 C 7.766 3.505 -5.612  -0.295
114 O 7.723 4.213 -6.811  -0.505
115 H 5.671 2.702 -3.730  0.335
116 H 5.612 3.607 -5.136  0.337
117 H 6.769 4.945 -4.439  0.187
118 H 7.724 2.431 -5.792  0.262
119 H 8.697 3.726 -5.090  0.252
120 H 8.375 3.803 -7.384  0.310


The lowest HOMO energy belongs to which entry?
number 2